(1)
Formula: C36H31F5N3O11
Source: the Open Molecules 2025 dataset
Level of theory: the ωB97M-V functional and the def2-TZVPD basis

XYZ file:
```
86
C36H31F5N3O11 the ωB97M-V functional and the def2-TZVPD basis
C -1.2696 2.2902 1.5048
C -0.6161 1.1398 0.6467
C -0.4246 1.6725 -0.8500
C -1.4920 -0.1818 0.5312
C -2.5664 -0.3762 1.6823
C -3.9610 0.2326 1.3670
C -4.8320 -0.0066 0.2168
N -6.0442 0.7226 0.3070
N -7.1345 0.8124 -0.5599
C -7.2739 2.2657 -0.8329
O -7.9852 2.9831 -0.2253
F -6.5484 2.8176 -1.8533
C -8.3725 0.3171 0.0251
O -9.3824 0.4908 -0.5552
F -8.4253 -0.3921 1.1976
C -5.9448 1.3898 1.5097
N -4.7627 1.1509 2.1509
C -4.4159 1.7231 3.4705
O -3.6721 2.9364 3.4172
C -4.4603 4.0405 3.1503
F -5.5592 4.1658 3.9511
F -3.6722 5.1428 3.3981
F -4.8119 4.1471 1.8109
H -0.5749 3.1822 1.4774
H -1.3191 1.9881 2.5958
H -2.2989 2.5542 1.1274
H 0.4096 0.8969 1.0385
H -1.4203 2.0782 -1.2066
H 0.3724 2.4727 -0.8658
H -0.1216 0.7840 -1.4724
H -0.7747 -1.0544 0.6137
H -1.9515 -0.2537 -0.4913
H -2.1617 0.0063 2.6654
H -2.6719 -1.4947 1.8341
H -4.5972 -0.6861 -0.6348
H -6.6420 2.0771 2.0469
H -3.7463 0.9662 3.9751
H -5.3525 1.7631 4.0846
C -0.5373 1.4634 -5.3561
C -0.5616 2.3762 -6.3260
C -1.7679 3.1969 -6.5781
O -1.7929 4.0269 -7.4614
C -2.9453 2.9646 -5.7090
C -2.9198 2.0519 -4.7398
C -1.7134 1.2318 -4.4888
O -1.6881 0.3990 -3.6020
H 0.3357 0.8540 -5.1578
H 0.2899 2.5591 -6.9691
H -3.8183 3.5739 -5.9068
H -3.7714 1.8686 -4.0961
C 1.1075 -5.0788 -0.9588
C 0.8877 -3.8063 -1.2863
C 1.6103 -2.7050 -0.6117
O 1.4086 -1.5413 -0.9095
C 2.5873 -3.0696 0.4385
C 2.8076 -4.3417 0.7665
C 2.0853 -5.4450 0.0927
O 2.2862 -6.6037 0.3890
H 0.5881 -5.8977 -1.4405
H 0.1776 -3.5207 -2.0528
H 3.1072 -2.2507 0.9205
H 3.5182 -4.6262 1.5329
C 6.5000 -3.2636 2.8935
C 7.2124 -3.7410 3.9125
C 7.1056 -3.1515 5.2669
O 7.7546 -3.5835 6.1953
C 6.1751 -2.0123 5.4437
C 5.4634 -1.5360 4.4239
C 5.5710 -2.1260 3.0715
O 4.9188 -1.6920 2.1390
H 6.5661 -3.6812 1.8964
H 7.8962 -4.5729 3.8003
H 6.1089 -1.5940 6.4401
H 4.7795 -0.7038 4.5350
C 4.4586 -0.6495 -1.8353
C 5.4286 -1.2214 -1.1238
C 6.8066 -0.6823 -1.1305
O 7.6912 -1.2054 -0.4829
C 7.0657 0.5185 -1.9575
C 6.0959 1.0909 -2.6693
C 4.7170 0.5510 -2.6622
O 3.8311 1.0736 -3.3097
H 3.4466 -1.0307 -1.8421
H 5.2567 -2.0987 -0.5132
H 8.0791 0.8997 -1.9500
H 6.2679 1.9686 -3.2798
```

The charge is +1. The electronic energy comes out at -78401.2955 eV. The gap between HOMO and LUMO is 7.5 eV. The energy above the lowest of the compared OMol25 structures with the same formula, charge and spin comes out at 223.9 kJ/mol.

Here are the Löwdin charges for atoms 1 to 2, given in e: C -0.0907; C -0.3782

---

(2)
Formula: C36H31FNO8
Source: the Open Molecules 2025 dataset
Level of theory: the ωB97M-V functional and the def2-TZVPD basis

XYZ file:
```
77
C36H31FNO8 the ωB97M-V functional and the def2-TZVPD basis
C 7.3843 1.5040 2.5751
C 5.9334 0.8599 2.7403
F 5.4104 0.9732 4.0866
C 4.8215 1.3678 1.6845
O 3.5286 1.1926 2.3548
C 4.9029 2.9233 1.3005
O 5.1490 3.1840 -0.1186
C 6.2098 2.3330 -0.6131
C 6.5693 2.8534 -2.1126
C 7.1725 1.6694 -3.0342
O 6.5955 1.3098 -4.0920
O 8.3716 0.9524 -2.6571
C 5.7177 0.8093 -0.6227
N 4.7963 0.4346 0.5063
H 8.0409 1.0340 3.4031
H 7.9059 1.2217 1.5866
H 7.4267 2.6329 2.7626
H 6.0689 -0.2802 2.5813
H 3.3478 0.2216 2.2964
H 3.8709 3.3941 1.5189
H 5.6562 3.5278 1.9042
H 7.1425 2.5346 0.0134
H 5.7061 3.4053 -2.6099
H 7.4271 3.6180 -2.0098
H 8.1041 0.0306 -2.4101
H 6.6305 0.1073 -0.6990
H 5.1252 0.6180 -1.5979
H 4.9458 -0.5646 0.7516
H 3.8241 0.4806 0.1200
C -2.2703 -2.4511 0.4591
C -1.0669 -2.0143 1.0079
C 0.0613 -1.8935 0.2046
C -0.0069 -2.2211 -1.1502
C -1.2062 -2.6817 -1.6940
C -2.3412 -2.7852 -0.8889
C -1.2808 -3.0798 -3.1183
O -2.3280 -3.4782 -3.5944
C -0.0604 -2.9938 -3.9511
C -0.1002 -3.4192 -5.2792
C 1.0384 -3.3297 -6.0735
C 2.2174 -2.8068 -5.5474
C 2.2629 -2.3869 -4.2229
C 1.1261 -2.4886 -3.4188
C 1.1946 -2.0723 -2.0013
O 2.2321 -1.6165 -1.5371
H -3.1533 -2.5364 1.0850
H -1.0095 -1.7658 2.0627
H 0.9945 -1.5477 0.6373
H -3.2804 -3.1302 -1.3096
H -1.0163 -3.8248 -5.6968
H 1.0064 -3.6661 -7.1047
H 3.1032 -2.7307 -6.1697
H 3.1859 -1.9850 -3.8177
C -8.6628 1.3601 5.5574
C -7.8151 0.2854 5.8173
C -7.0335 -0.2474 4.7982
C -7.1066 0.2861 3.5111
C -7.9737 1.3466 3.2455
C -8.7436 1.8903 4.2746
C -8.0976 1.8900 1.8735
O -8.8516 2.8183 1.6413
C -7.2970 1.2816 0.7867
C -7.4447 1.7439 -0.5220
C -6.6867 1.1867 -1.5467
C -5.7725 0.1732 -1.2669
C -5.6273 -0.2932 0.0346
C -6.3962 0.2536 1.0620
C -6.2578 -0.2760 2.4370
O -5.4594 -1.1671 2.6804
H -9.2656 1.7812 6.3555
H -7.7621 -0.1357 6.8159
H -6.3712 -1.0812 5.0079
H -9.4099 2.7239 4.0773
H -8.1528 2.5353 -0.7463
H -6.8068 1.5440 -2.5644
H -5.1760 -0.2565 -2.0655
H -4.9173 -1.0860 0.2457
```

The charge is +1. The electronic energy comes out at -58414.2373 eV. The gap between HOMO and LUMO is 7.6 eV.

Here are the Löwdin charges for atoms 1 to 2, given in e: C -0.0356; C -0.2211

---

(3)
Formula: C36H32AuNOPSeSi
Source: the Open Molecules 2025 dataset
Level of theory: the ωB97M-V functional and the def2-TZVPD basis

XYZ file:
```
74
C36H32AuNOPSeSi the ωB97M-V functional and the def2-TZVPD basis
Au -0.1067 0.7286 -0.9551
Se -1.2420 2.5679 -2.1574
C -1.9399 1.6736 -3.6826
C -3.1231 2.1120 -4.2786
C -3.6214 1.4510 -5.3919
N -3.0449 0.3852 -5.9620
C -1.9022 -0.0215 -5.3942
C -1.3210 0.5774 -4.2864
H -3.6578 2.9578 -3.8619
H -4.5506 1.7880 -5.8465
H -1.4226 -0.8842 -5.8508
H -0.3928 0.1926 -3.8839
O 1.9086 0.8650 0.1934
Si 3.2343 1.7345 0.2506
C 2.9569 3.5491 0.6986
C 3.8830 4.3421 1.3856
C 3.6465 5.6933 1.6243
C 2.4701 6.2828 1.1761
C 1.5343 5.5167 0.4884
C 1.7753 4.1651 0.2555
C 4.4707 1.0666 1.5143
C 4.2861 1.3316 2.8801
C 5.1279 0.7895 3.8442
C 6.1822 -0.0347 3.4638
C 6.3837 -0.3158 2.1185
C 5.5370 0.2320 1.1588
C 4.1377 1.7847 -1.4153
C 5.4831 2.1440 -1.5663
C 6.0792 2.2240 -2.8200
C 5.3325 1.9540 -3.9633
C 3.9925 1.6063 -3.8431
C 3.4049 1.5210 -2.5816
H 4.8073 3.8980 1.7461
H 4.3789 6.2851 2.1611
H 2.2851 7.3354 1.3604
H 0.6150 5.9670 0.1301
H 1.0358 3.5797 -0.2867
H 3.4655 1.9733 3.1924
H 4.9642 1.0100 4.8920
H 6.8410 -0.4575 4.2131
H 7.2012 -0.9594 1.8163
H 5.7090 0.0035 0.1103
H 6.0807 2.3673 -0.6856
H 7.1231 2.5033 -2.9075
H 5.7950 2.0171 -4.9416
H 3.4019 1.3983 -4.7284
H 2.3546 1.2506 -2.4964
C 0.3422 -2.3808 0.9770
P -0.1960 -1.5972 -0.5774
C 0.9874 -2.3239 -1.7808
C 2.3090 -1.8743 -1.7050
C 3.2599 -2.3519 -2.5987
C 2.8991 -3.2665 -3.5842
C 1.5846 -3.7034 -3.6726
C 0.6318 -3.2368 -2.7718
C -1.7716 -2.4213 -0.9789
C -2.4449 -2.0136 -2.1331
C -3.6765 -2.5556 -2.4679
C -4.2722 -3.4940 -1.6303
C -3.6234 -3.8902 -0.4695
C -2.3770 -3.3581 -0.1461
H 0.3080 -3.4666 0.8979
H -0.2713 -2.0407 1.8113
H 1.3661 -2.0580 1.1590
H 2.5697 -1.1029 -0.9791
H 4.2776 -1.9792 -2.5451
H 3.6392 -3.6223 -4.2931
H 1.2950 -4.4066 -4.4457
H -0.3917 -3.5846 -2.8458
H -2.0057 -1.2449 -2.7646
H -4.1754 -2.2252 -3.3714
H -5.2434 -3.9062 -1.8767
H -4.0855 -4.6140 0.1917
H -1.8819 -3.6880 0.7598
```

The charge is -1. The electronic energy comes out at -127599.3473 eV. The gap between HOMO and LUMO is 7.1 eV.

Here are the Löwdin charges for atoms 1 to 2, given in e: Au 0.3588; Se 0.5090